--- i ---
{
  "formula": "C31H33N8ORuS2",
  "method": "ωB97M-V/def2-TZVPD",
  "spin_multiplicity": 2,
  "charge": 0,
  "homo_lumo_gap_ev": [7.39, 6.73],
  "e_homo_ev": [-7.173, -7.124],
  "lumo_energy_ev": [0.21, -0.40],
  "elements": ["Ru", "N", "C", "C", "C", "C", "C", "C", "C", "C", "C", "C", "C", "C", "H", "H", "H", "H", "H", "H", "H", "H", "H", "H", "C", "C", "O", "N", "C", "C", "C", "C", "C", "C", "N", "H", "H", "H", "H", "H", "H", "H", "H", "H", "H", "S", "C", "S", "C", "C", "N", "C", "N", "C", "C", "N", "C", "N", "C", "C", "C", "N", "C", "H", "H", "H", "H", "H", "H", "H", "H", "H", "H", "H", "H", "H"],
  "xyz": [[0.34290, 0.36986, -0.12311], [-1.57381, 1.05053, 0.54598], [-1.78567, 1.69696, 1.82489], [-3.01874, 1.50875, 2.43777], [-3.33095, 2.13075, 3.63455], [-2.38901, 2.96010, 4.21940], [-1.15165, 3.12152, 3.62147], [-0.80004, 2.49590, 2.41846], [0.63086, 2.55016, 2.00591], [1.42314, 3.64616, 2.40341], [2.80760, 3.61354, 2.32018], [3.44216, 2.43112, 1.94205], [2.63784, 1.38363, 1.55822], [1.24782, 1.42994, 1.41398], [-2.22723, 0.25915, 0.46611], [-1.86274, 1.71988, -0.16090], [-3.74136, 0.86215, 1.95548], [-4.29490, 1.96996, 4.09798], [-2.60272, 3.45712, 5.15601], [-0.40411, 3.71129, 4.13191], [0.95225, 4.54794, 2.77503], [3.37699, 4.49519, 2.58625], [4.52095, 2.34964, 1.92152], [3.10886, 0.45129, 1.24935], [-0.26638, -0.81873, 3.46976], [-0.47525, -1.51006, 2.15378], [0.26410, -1.34297, 1.17622], [-1.50524, -2.36608, 2.06844], [-1.81752, -3.06499, 0.83409], [-3.17817, -2.72623, 0.28394], [-4.06115, -3.72192, -0.10797], [-5.27118, -3.36461, -0.68065], [-5.56444, -2.02177, -0.83627], [-4.62769, -1.09640, -0.40477], [-3.46376, -1.42872, 0.14296], [0.75484, -0.45345, 3.52474], [-0.47448, -1.49235, 4.30070], [-0.94299, 0.03492, 3.54073], [-2.09769, -2.48312, 2.87418], [-1.72084, -4.14201, 0.98202], [-1.06431, -2.75868, 0.10347], [-3.79243, -4.76118, 0.02374], [-5.96986, -4.12568, -1.00130], [-6.49131, -1.69061, -1.28153], [-4.82313, -0.03423, -0.51203], [-0.45900, -1.09841, -1.91181], [1.20046, -0.98103, -2.44376], [2.27067, -0.57596, -1.15372], [1.57506, -1.05499, -3.76990], [2.89516, -0.70846, -4.16461], [3.94864, -0.39452, -4.51153], [0.61559, -1.32288, -4.78381], [-0.16573, -1.50880, -5.61007], [3.70542, 2.85809, -3.53258], [3.82539, 2.69965, -2.02973], [2.50981, 2.49355, -1.44532], [1.34195, 2.47425, -2.09868], [0.29491, 1.88913, -1.51891], [-1.00117, 2.14739, -2.14942], [-0.90472, 2.15693, -3.66316], [0.07683, 3.22620, -4.07657], [1.29991, 3.08679, -3.30538], [2.50036, 3.73597, -3.81210], [3.56541, 1.88533, -4.00820], [4.61308, 3.30587, -3.93653], [4.27327, 3.59452, -1.58649], [4.45071, 1.84152, -1.77626], [2.48269, 1.99260, -0.57171], [-1.43168, 3.09356, -1.78612], [-1.67426, 1.33333, -1.89137], [-1.88389, 2.34329, -4.10442], [-0.56731, 1.17348, -3.99588], [-0.35401, 4.22287, -3.91810], [0.33312, 3.14535, -5.13427], [2.62581, 4.72897, -3.36268], [2.35921, 3.87509, -4.88380]]
}

---

--- ii ---
{
  "formula": "C31H33N8ORuS2",
  "method": "ωB97M-V/def2-TZVPD",
  "spin_multiplicity": 2,
  "charge": 0,
  "homo_lumo_gap_ev": [7.79, 6.94],
  "e_homo_ev": [-7.377, -7.470],
  "lumo_energy_ev": [0.42, -0.53],
  "elements": ["Ru", "N", "C", "C", "C", "C", "C", "C", "C", "C", "C", "C", "C", "C", "H", "H", "H", "H", "H", "H", "H", "H", "H", "H", "C", "C", "O", "N", "C", "C", "C", "C", "C", "C", "N", "H", "H", "H", "H", "H", "H", "H", "H", "H", "H", "S", "C", "S", "C", "C", "N", "C", "N", "C", "C", "N", "C", "N", "C", "C", "C", "N", "C", "H", "H", "H", "H", "H", "H", "H", "H", "H", "H", "H", "H", "H"],
  "xyz": [[-0.31212, 0.22906, 0.00000], [0.33478, 1.64616, -1.43014], [0.78386, 1.25813, -2.75464], [0.51502, 2.15952, -3.77608], [1.00049, 1.95978, -5.05292], [1.80191, 0.85386, -5.28530], [2.04694, -0.05082, -4.26880], [1.50239, 0.07539, -2.98032], [1.71709, -0.99903, -1.94791], [2.36214, -2.18156, -2.33805], [2.70455, -3.17541, -1.43774], [2.41741, -2.99882, -0.09551], [1.71407, -1.86988, 0.29464], [1.30189, -0.88651, -0.60584], [1.07307, 2.16189, -0.95259], [-0.44087, 2.29240, -1.54052], [-0.07786, 3.03961, -3.55193], [0.78176, 2.66789, -5.84067], [2.24195, 0.69181, -6.26056], [2.69500, -0.88056, -4.49647], [2.59902, -2.35501, -3.37593], [3.19403, -4.07501, -1.78882], [2.69208, -3.74681, 0.63823], [1.42763, -1.79432, 1.33818], [-4.08039, -0.32918, -1.96929], [-2.66552, -0.79265, -2.20015], [-1.69573, -0.05327, -2.01800], [-2.52960, -2.05314, -2.63778], [-1.24662, -2.71797, -2.68691], [-1.19938, -3.76662, -1.60581], [-1.12165, -5.12405, -1.88999], [-1.14151, -6.02371, -0.83428], [-1.25073, -5.53462, 0.45697], [-1.33276, -4.15890, 0.63776], [-1.30839, -3.29348, -0.36595], [-4.07573, 0.74075, -1.78980], [-4.47318, -0.82160, -1.07782], [-4.72148, -0.57414, -2.81711], [-3.36290, -2.60851, -2.74223], [-0.50033, -1.95158, -2.49680], [-1.06368, -3.15093, -3.67301], [-1.03938, -5.46388, -2.91471], [-1.07974, -7.08854, -1.01880], [-1.27812, -6.19717, 1.31131], [-1.42404, -3.73384, 1.63227], [-1.80413, -0.95760, 1.37660], [-2.25293, 0.65294, 1.90120], [-2.38591, 1.73268, 0.56120], [-2.33117, 1.03199, 3.21718], [-2.12961, 0.09660, 4.27645], [-1.96724, -0.65763, 5.13175], [-2.43797, 2.41399, 3.55910], [-2.45726, 3.53037, 3.84485], [0.39625, 4.93153, 2.93633], [-0.09520, 4.65009, 1.53159], [0.22251, 3.27599, 1.10344], [0.84126, 2.35907, 1.91861], [0.67497, 1.08469, 1.65520], [1.27496, 0.12146, 2.58454], [1.39317, 0.67666, 3.98789], [2.20771, 1.94800, 3.91965], [1.60906, 2.83450, 2.92730], [1.75225, 4.27447, 3.09870], [-0.29573, 4.50462, 3.66554], [0.45495, 6.00602, 3.10966], [0.35889, 5.34603, 0.82231], [-1.17846, 4.76827, 1.48071], [-0.61864, 2.82012, 0.74212], [2.27301, -0.15746, 2.22242], [0.65371, -0.77006, 2.58734], [1.87258, -0.05862, 4.63380], [0.40454, 0.89057, 4.39987], [3.25033, 1.73069, 3.66383], [2.20174, 2.47255, 4.87592], [2.47356, 4.67764, 2.37876], [2.15345, 4.44514, 4.09599]]
}

---

Most stable structure: i

---

--- i ---
{
  "formula": "C3H3Br",
  "method": "ωB97M-V/def2-TZVPD",
  "spin_multiplicity": 1,
  "charge": 0,
  "homo_lumo_gap_ev": 6.08,
  "e_homo_ev": -7.794,
  "lumo_energy_ev": -1.71,
  "elements": ["C", "C", "C", "Br", "H", "H", "H"],
  "xyz": [[-0.56174, 0.71447, -0.14697], [-0.02008, -0.32189, 0.56822], [-1.17923, -0.44209, -0.44448], [3.11634, 0.15149, 0.06877], [-0.36577, 1.74939, -0.44968], [0.74917, -0.65497, 1.34672], [-1.73869, -1.19639, -0.94257]]
}

---

--- ii ---
{
  "formula": "C3H3Br",
  "method": "ωB97M-V/def2-TZVPD",
  "spin_multiplicity": 1,
  "charge": 0,
  "homo_lumo_gap_ev": [5.99, 5.99],
  "e_homo_ev": [-9.545, -9.550],
  "lumo_energy_ev": [-3.56, -3.56],
  "elements": ["C", "C", "C", "Br", "H", "H", "H"],
  "xyz": [[-0.09257, -0.27292, -0.69020], [-0.41578, -0.06187, 0.53170], [0.46861, 0.96844, -0.02479], [-1.74671, -2.55735, 1.76082], [0.08098, -0.93478, -1.59517], [1.53438, 0.91322, 0.12800], [0.17108, 1.94527, -0.11036]]
}

---

Most stable structure: i

---

--- i ---
{
  "formula": "C2H4N4S",
  "method": "ωB97M-V/def2-TZVPD",
  "spin_multiplicity": 1,
  "charge": 0,
  "homo_lumo_gap_ev": 8.66,
  "e_homo_ev": -7.888,
  "lumo_energy_ev": 0.77,
  "elements": ["C", "C", "N", "N", "N", "N", "S", "H", "H", "H", "H"],
  "xyz": [[-1.73215, -0.14510, 0.23742], [-1.18705, 1.12947, 0.18489], [-0.63857, -0.99914, 0.14198], [0.14344, 1.06718, -0.08453], [0.47873, -0.18543, -0.04723], [1.57356, -0.86458, -0.01485], [2.90736, 0.18651, -0.05983], [-2.69997, -0.46874, 0.26532], [-1.58258, 2.06981, 0.24180], [-0.39452, -1.86555, 0.49709], [3.13174, 0.07557, -1.36205]]
}

---

--- ii ---
{
  "formula": "C2H4N4S",
  "method": "ωB97M-V/def2-TZVPD",
  "spin_multiplicity": 1,
  "smiles": "Nc1cnnn1S",
  "charge": 0,
  "homo_lumo_gap_ev": 9.34,
  "e_homo_ev": -8.929,
  "lumo_energy_ev": 0.41,
  "elements": ["N", "C", "C", "N", "N", "N", "S", "H", "H", "H", "H"],
  "xyz": [[-0.28328, -0.68892, 2.02867], [-0.60128, -0.41731, 0.65231], [-1.82925, -0.36272, 0.16075], [-1.76760, 0.22516, -1.11954], [-0.49349, 0.59434, -1.33684], [0.27108, 0.19129, -0.31774], [1.95489, 0.17643, -0.34167], [-0.97879, -0.21232, 2.78737], [0.72738, -0.55185, 2.17149], [-2.70697, -1.00079, 0.46154], [2.17628, 1.36910, 0.38609]]
}

---

Most stable structure: ii